Below is C67H52AlBrN2P3Si as an isolated structure in a non-equilibrium geometry, with properties calculated with wB97M-V/def2-TZVPD.

Last column: Mulliken charge in e.
Element x y z (Å)
Al -0.3358 -0.5667 -0.2588  1.640
C -2.8199 2.5128 5.3552  -0.950
C -2.5411 3.2958 4.2471  -0.639
C -1.8335 2.7696 3.1809  -0.871
C -1.3733 1.4563 3.2284  1.252
C -1.7017 0.6578 4.3205  -0.914
C -2.4186 1.1878 5.3780  -0.689
P -0.2909 0.8032 1.8943  1.362
C 0.6901 -0.3451 2.9036  1.054
C 1.7635 0.0055 3.7135  -0.877
C 2.3112 -0.9353 4.5678  -0.761
C 1.7765 -2.2115 4.6438  -1.033
C 0.7167 -2.5718 3.8252  -1.178
C 0.1815 -1.6412 2.9540  -0.064
C 0.7842 2.2810 1.5081  0.702
C 1.2712 3.0862 2.6838  -0.892
C 2.5513 3.4061 2.5737  -1.216
C 3.2129 3.9897 0.1807  0.373
C 2.6327 3.2807 -1.0189  -0.908
C 2.0043 2.1579 -0.7048  0.378
Si 0.9210 0.9634 -1.7088  -0.468
C -0.2815 1.9060 -2.8412  0.876
C 0.1337 2.7135 -3.8908  -0.339
C -0.7510 3.1625 -4.8563  -1.262
C -2.0741 2.7611 -4.8125  -0.904
C -2.5243 2.0059 -3.7439  -0.585
C -1.6479 1.6198 -2.7327  -0.250
P -2.2743 0.9305 -1.1588  0.899
C -3.0010 2.4002 -0.3510  1.649
C -3.0780 3.6631 -0.9193  -0.633
C -3.8319 4.6471 -0.2981  -0.769
C -4.5103 4.3721 0.8783  -0.944
C -4.4220 3.1141 1.4540  -0.766
C -3.6703 2.1319 0.8399  -0.904
C -3.8965 0.1712 -1.5250  0.692
C -4.0418 -1.1802 -1.2471  -0.540
C -5.2469 -1.8229 -1.4646  -0.742
C -6.3281 -1.1069 -1.9498  -0.801
C -6.2080 0.2557 -2.1786  -1.012
C -5.0059 0.9000 -1.9550  -0.111
C 2.3271 0.1267 -2.7002  0.719
C 2.8497 0.5629 -3.9143  -0.589
C 3.9851 -0.0091 -4.4607  -0.847
C 4.6323 -1.0406 -3.7985  -1.126
C 4.1144 -1.5115 -2.6088  0.002
C 2.9686 -0.9362 -2.0642  -0.424
P 2.2711 -1.6852 -0.5544  1.584
C 2.4858 -3.4371 -1.0875  1.301
C 1.8063 -3.8208 -2.2439  -0.472
C 1.8849 -5.1189 -2.7088  -0.720
C 2.6616 -6.0515 -2.0391  -0.771
C 3.3678 -5.6679 -0.9133  -0.720
C 3.2787 -4.3717 -0.4348  -0.702
C 3.6309 -1.4923 0.6463  0.890
C 3.5573 -2.2248 1.8291  -0.988
C 4.5764 -2.1504 2.7606  -1.177
C 5.6604 -1.3190 2.5338  -1.018
C 5.7128 -0.5505 1.3824  -0.695
C 4.7046 -0.6338 0.4378  -1.184
H -3.3553 2.9323 6.1930  0.417
H -2.8648 4.3252 4.2088  0.501
H -1.6253 3.3774 2.3131  0.465
H -1.3834 -0.3732 4.3656  0.456
H -2.6512 0.5641 6.2279  0.489
H 2.1597 1.0089 3.6882  0.212
H 3.1524 -0.6656 5.1880  0.484
H 2.1828 -2.9275 5.3421  0.423
H 0.3054 -3.5694 3.8761  0.484
H -0.6740 -1.8876 2.3277  0.816
H 0.6109 3.3832 3.4792  0.388
H 3.1130 3.9997 3.2754  0.537
H 4.2383 4.3239 0.0201  1.100
H 2.6993 3.7204 -1.9958  0.325
H 1.1684 3.0105 -3.9462  0.336
H -0.4073 3.8008 -5.6552  0.474
H -2.7637 3.0515 -5.5920  0.469
H -3.5597 1.7047 -3.7091  0.569
H -2.5831 3.8743 -1.8579  0.406
H -3.9080 5.6276 -0.7472  0.479
H -5.1185 5.1354 1.3411  0.450
H -4.9455 2.8982 2.3736  0.541
H -3.6121 1.1370 1.2649  0.430
H -3.1987 -1.7164 -0.8378  0.358
H -5.3399 -2.8765 -1.2501  0.555
H -7.2701 -1.6011 -2.1272  0.421
H -7.0600 0.8236 -2.5231  0.452
H -4.9450 1.9712 -2.0887  0.482
H 2.3586 1.3573 -4.4554  0.306
H 4.3794 0.3553 -5.3989  0.466
H 5.5261 -1.4843 -4.2113  0.453
H 4.5998 -2.3262 -2.0909  0.575
H 1.2387 -3.0914 -2.8093  0.267
H 1.3482 -5.4041 -3.6006  0.486
H 2.7280 -7.0652 -2.4019  0.412
H 3.9972 -6.3830 -0.4055  0.473
H 3.8563 -4.0953 0.4331  0.446
H 2.7015 -2.8614 2.0114  1.143
H 4.5314 -2.7491 3.6582  0.556
H 6.4607 -1.2670 3.2568  0.442
H 6.5539 0.1039 1.2091  0.518
H 4.7568 -0.0430 -0.4659  0.380
C -0.6883 -2.5574 -0.4734  0.716
C -1.7489 -3.5585 -0.7527  0.343
C -2.1510 -4.4914 0.2032  -0.555
C -3.0216 -5.5117 -0.1176  -0.889
C -3.5308 -5.6129 -1.4125  0.427
C -3.1791 -4.6554 -2.3658  -0.887
C -2.2939 -3.6536 -2.0373  0.284
C -4.3832 -6.6816 -1.7689  -0.186
N -5.0674 -7.5481 -2.0751  -0.528
H -0.0974 -2.4781 -1.4052  -1.685
H -0.0039 -2.9873 0.2797  0.722
H -1.7489 -4.4325 1.2057  0.550
H -3.3005 -6.2487 0.6216  0.518
H -3.5891 -4.7165 -3.3627  0.500
H -2.0093 -2.9260 -2.7856  0.459
Br 3.2912 6.7814 0.9379  -0.121
C 2.3499 5.1683 0.5105  -0.516
C 1.0152 5.2017 0.5383  -1.349
C 0.0473 4.1574 0.2117  0.185
N -0.1205 2.9709 0.6164  0.472
C 2.0981 1.9025 0.7663  -0.036
C 3.1410 2.9020 1.2963  -0.986
H 0.5388 6.1541 0.7447  0.528
H -0.7406 4.5106 -0.4518  0.357
H 2.3465 0.8575 0.9905  -0.135
H 4.1268 2.4591 1.4260  0.454

- orbital gap (eV) = 7.71
- 2S+1 = 1
- ΔE to the lowest compared entry with this formula, charge and spin (kJ/mol) = 127.3
- total charge = +1

Below is C23H27AuO10P3Se2 as an isolated structure, with properties calculated with wB97M-V/def2-TZVPD.

Last column: Mulliken charge in e.
Element x y z (Å)
Au 0.2226 0.6733 0.4637  1.096
O -1.1199 -0.3035 -3.3225  -0.499
P -0.8528 1.0866 -2.5415  0.784
O -1.5138 2.2093 -3.2162  -0.769
O -1.1662 0.7479 -1.0884  -0.658
O 0.7487 1.2671 -2.6394  -0.300
P 1.9642 0.3115 -2.1822  0.684
O 3.1110 1.4031 -1.8987  -0.499
O 2.3630 -0.6135 -3.2554  -0.729
O 1.5924 -0.2580 -0.8126  -0.324
H -1.3112 -0.1072 -4.2462  0.312
H 3.6906 1.4513 -2.6664  0.288
O -2.0090 -0.7314 4.0856  -0.739
C -0.5980 -0.6017 3.9189  -0.297
C -0.0996 0.8052 4.2587  2.309
C -0.2470 1.0489 5.7715  -1.412
O 0.5589 0.2041 6.5842  -0.573
C 1.3718 0.9829 3.8925  -1.408
Se 1.9760 0.5522 2.0828  -0.257
C -0.9256 1.9091 3.5902  -1.654
Se -1.5214 1.6602 1.7539  -0.147
H -2.3847 -0.4513 3.2373  0.473
H -0.3209 -0.8732 2.9035  -0.458
H -0.1184 -1.3358 4.5755  0.480
H -1.3036 0.9418 6.0365  0.418
H 0.0651 2.0693 6.0058  0.479
H 0.1978 -0.6863 6.5341  0.359
H 1.9780 0.3224 4.5151  0.487
H 1.6627 2.0098 4.1163  0.490
H -0.3901 2.8553 3.6647  0.445
H -1.8764 2.0189 4.1177  0.514
O -0.9341 -1.9737 1.1093  -0.126
P -0.7405 -3.4393 0.9687  1.416
C -2.2848 -4.3560 1.1925  -0.337
C -2.6685 -5.4247 0.3883  -0.267
C -3.8621 -6.0888 0.6373  -0.731
C -4.6736 -5.6872 1.6887  -0.413
C -4.2957 -4.6188 2.4920  -0.731
C -3.1051 -3.9535 2.2460  -0.254
C -0.0355 -3.9117 -0.6124  -0.036
C 0.6191 -5.1276 -0.8094  -0.263
C 1.1887 -5.4090 -2.0403  -0.642
C 1.1249 -4.4682 -3.0627  -0.628
C 0.4872 -3.2539 -2.8641  -0.309
C -0.1059 -2.9780 -1.6403  -0.485
C 0.3798 -4.1004 2.2262  0.285
C 1.4964 -3.3192 2.5218  -0.213
C 2.4009 -3.7420 3.4822  -0.609
C 2.1984 -4.9449 4.1483  -0.511
C 1.0887 -5.7245 3.8563  -0.654
C 0.1773 -5.3016 2.8969  -0.340
H -2.0440 -5.7266 -0.4434  0.386
H -4.1618 -6.9147 0.0045  0.405
H -5.6064 -6.2036 1.8789  0.362
H -4.9315 -4.3006 3.3084  0.426
H -2.8012 -3.1152 2.8649  0.520
H 0.7092 -5.8378 0.0057  0.418
H 1.7087 -6.3466 -2.1941  0.395
H 1.6000 -4.6758 -4.0137  0.374
H 0.4811 -2.4970 -3.6352  0.342
H -0.5878 -2.0256 -1.4679  0.522
H 1.6400 -2.3704 2.0170  0.216
H 3.2617 -3.1269 3.7134  0.437
H 2.9058 -5.2729 4.9002  0.373
H 0.9267 -6.6583 4.3802  0.391
H -0.6987 -5.9029 2.6817  0.389

- orbital gap (eV) = 7.31
- 2S+1 = 1
- ΔE to the lowest compared entry with this formula, charge and spin (kJ/mol) = 0.0
- total charge = -1

Below is the molecule C6H9N, with properties calculated with wB97M-V/def2-TZVPD.

Last column: Mulliken charge in e.
Element x y z (Å)
C 0.1465 -3.0331 1.6255  -1.276
C 0.2554 -1.6326 1.2025  0.854
C 0.3421 -0.4818 0.8520  -0.280
C 0.4382 0.9036 0.3693  -0.791
C 0.1361 0.9638 -1.1201  -0.135
C -1.1999 0.9768 -1.7603  -0.510
N -0.2567 2.2850 -1.6606  -0.281
H 1.0565 -3.5858 1.3686  0.290
H -0.7023 -3.5170 1.1307  0.294
H -0.0024 -3.0978 2.7087  0.293
H 1.4395 1.3050 0.5811  0.284
H -0.2869 1.5305 0.9061  0.283
H 0.9359 0.5156 -1.7154  0.317
H -1.8936 1.2362 -0.9354  0.157
H -0.6088 3.0115 -1.0534  0.258
H 0.2005 2.6202 -2.4993  0.241

- orbital gap (eV) = 8.26
- 2S+1 = 1
- ΔE to the lowest compared entry with this formula, charge and spin (kJ/mol) = 499.0
- total charge = 0

Below is C5H7NO as an isolated structure in a non-equilibrium geometry, with properties calculated with wB97M-V/def2-TZVPD.

Last column: Mulliken charge in e.
Element x y z (Å)
C 2.4718 -0.0349 0.0075  -1.137
C 1.0029 0.2324 0.0007  0.527
C 0.0002 -0.7045 -0.1259  -0.664
C -1.2260 -0.0395 -0.0335  0.932
N -2.4616 -0.5759 -0.1082  -0.472
C -1.2014 1.2515 0.2146  -0.632
O 0.5850 1.4676 0.1398  -0.532
H 3.0219 0.5988 -0.6836  0.323
H 2.6855 -1.0666 -0.2519  0.301
H 2.8771 0.1463 0.9987  0.278
H 0.1195 -1.7716 -0.2491  0.337
H -2.7647 -1.2906 0.5055  0.188
H -3.3203 -0.1745 -0.3915  0.206
H -1.7130 2.1353 -0.0578  0.346

- orbital gap (eV) = 9.17
- 2S+1 = 1
- ΔE to the lowest compared entry with this formula, charge and spin (kJ/mol) = 264.9
- total charge = 0

Below is a 2-piece molecular cluster, C8H19Cl3F2NO7P2 overall in a non-equilibrium geometry, with properties calculated with wB97M-V/def2-TZVPD.

Last column: Mulliken charge in e.
Element x y z (Å)
C 2.4064 1.6640 0.1925  -0.441
C 1.3289 0.6729 -0.3715  0.309
F 1.5468 0.5894 -1.7509  -0.373
C -0.0945 1.2790 -0.0525  -0.535
C -1.1310 0.1902 -0.4393  -0.228
O -1.2698 -0.9130 0.4553  -0.458
P -2.7094 -1.7768 -0.0078  0.918
N -4.1813 -2.6911 -0.5262  -0.964
F -2.3600 -2.9464 1.2173  -0.443
P -1.6007 -3.1777 -1.3316  0.697
O -2.4106 -4.3371 -1.8797  -0.736
O -0.8230 -2.4130 -2.6146  -0.524
O -0.3450 -3.8671 -0.4247  -0.541
O -3.1552 -0.6058 -1.2635  -0.501
C -2.6009 0.6004 -0.8061  0.812
Cl -3.5779 1.5014 0.4761  -0.274
C -2.4558 1.7024 -1.9775  -0.752
O -2.4974 3.0258 -1.4147  -0.100
O -3.4729 3.7976 -2.0697  -0.495
H 2.0065 2.0471 1.1531  0.331
H 2.5694 2.4624 -0.5589  0.315
H 3.3446 1.0794 0.3295  -0.337
H 1.3695 -0.3272 0.1124  0.336
H -0.1604 2.2063 -0.6555  0.240
H -0.0696 1.4909 1.0376  0.429
H -0.7562 -0.1618 -1.4368  0.234
H -3.5340 -1.1930 1.0014  -0.095
H -4.3547 -2.4350 -1.4973  0.298
H -4.9327 -2.2440 -0.0008  0.351
H 0.0751 -2.7675 -2.6099  0.274
H -0.6653 -4.7091 -0.0955  0.287
H -1.4531 1.6420 -2.4527  0.263
H -3.2301 1.5567 -2.7526  0.406
H -4.0235 4.2127 -1.3904  0.304
Cl 5.1680 -0.1103 1.0860  -0.207
C 5.7659 0.8829 2.4364  -0.489
C 5.2543 0.3948 3.7724  -0.418
Cl 3.5039 0.6616 3.9580  -0.161
H 5.4751 1.9159 2.2501  0.333
H 6.8542 0.8250 2.4145  0.345
H 5.7458 0.9421 4.5769  0.285
H 5.4507 -0.6669 3.9110  0.306

- orbital gap (eV) = 7.10
- 2S+1 = 1
- total charge = -1

> Number 3 is which compound?

C6H9N